Record 1
Formula: C6H11BClFO2
Source: the OMol25 dataset
Level of theory: the ωB97M-V functional and the def2-TZVPD basis

Last column: Löwdin charge in e.
Cartesian coordinates (Å):
1 B -1.2235 1.6515 0.1643  -0.8189
2 C -0.5297 -1.7635 -0.0645  -0.1953
3 C -1.8369 -0.9275 -0.0417  -0.2309
4 C 0.6129 -1.0288 -0.6474  -0.2391
5 C -1.6708 0.3242 0.7256  0.0875
6 C 2.4903 0.6029 0.0857  -0.5383
7 C 1.1230 -0.0329 0.3556  -0.0849
8 O -0.7863 2.5835 1.0624  0.1740
9 O -1.1496 1.9918 -1.1293  0.1694
10 F 2.6768 0.5163 -1.2644  -0.0664
11 Cl 3.8801 -0.6417 0.6882  0.4508
12 H -0.1877 -1.7856 1.0848  0.1572
13 H -0.7405 -2.7128 -0.5646  0.1197
14 H -2.1209 -0.9062 -1.0502  0.0864
15 H -2.5082 -1.7290 0.2925  0.1169
16 H 1.4177 -1.6567 -0.8211  0.0883
17 H 0.4956 -0.4324 -1.6082  0.1498
18 H -1.6881 0.0663 1.8027  0.1215
19 H 2.6918 1.6075 0.5715  0.1301
20 H 0.8870 -0.1721 1.4304  0.1165
21 H -0.3484 3.2439 0.6071  0.0605
22 H -1.4847 1.2014 -1.6793  0.1450

Calculated values
Orbital gap (spin up / spin down), eV: 8.1 / 7.9
Lowest unoccupied orbital energy (spin up / spin down), eV: -0.6266 / -0.7025
Total charge: 0
HOMO level (spin up / spin down), eV: -8.694 / -8.642
Largest force on an atom, eV/Å: 3.8

Record 2
Formula: C9H6N2O4Pd
Source: the OMol25 dataset
Level of theory: the ωB97M-V functional and the def2-TZVPD basis

Last column: Löwdin spin population.
Cartesian coordinates (Å):
1 Pd 0.0140 -0.0009 -0.0513  0.6742
2 O -0.5493 3.1320 0.0084  0.0010
3 C -0.3680 1.9852 -0.0012  0.0483
4 C 1.8966 -0.7204 0.0211  0.0423
5 O 2.9808 -1.0908 -0.0076  0.0031
6 C -1.5430 -1.2995 0.0738  0.0177
7 O -2.4147 -2.0273 -0.0029  0.0027
8 C -0.0114 -0.0157 -2.0449  0.0869
9 O 0.0002 0.0020 -3.1862  0.0066
10 N 0.8957 1.2831 6.0326  0.4180
11 C 0.7277 1.0213 4.7086  0.0915
12 C 1.7503 1.3545 3.7861  0.1701
13 C 1.5225 1.0576 2.4501  -0.0269
14 N 0.3890 0.4491 2.0701  0.2987
15 C -0.6028 0.1597 2.9188  -0.0276
16 C -0.4785 0.4193 4.2743  0.1737
17 H 1.7511 1.7117 6.3814  0.0064
18 H 0.1647 1.0498 6.7022  0.0063
19 H 2.6880 1.8193 4.0912  0.0057
20 H 2.2567 1.2959 1.6751  -0.0025
21 H -1.4968 -0.2973 2.4861  -0.0020
22 H -1.2912 0.1536 4.9496  0.0057

Calculated values
Multiplicity: 3
Orbital gap (spin up / spin down), eV: 8.0 / 5.9
Lowest unoccupied orbital energy (spin up / spin down), eV: -7.6856 / -11.6509
Total charge: +2
HOMO level (spin up / spin down), eV: -15.652 / -17.552
ΔE to the lowest compared entry with this formula, charge and spin, kcal per mole: 0.0
Largest force on an atom, eV/Å: 6.1

Record 3
Formula: C9H9N2
Source: the OMol25 dataset
Level of theory: the ωB97M-V functional and the def2-TZVPD basis

Last column: Löwdin charge in e.
Cartesian coordinates (Å):
1 C -1.6212 1.7226 1.1105  -0.0827
2 C -0.6228 2.1466 1.9288  0.0240
3 C -1.4607 0.7937 0.1800  0.0135
4 C 0.6470 1.4972 1.9579  0.0516
5 C 2.2639 -1.1478 0.2304  -0.0669
6 C -0.1856 0.0890 0.1382  -0.0888
7 C 0.1498 -0.8669 -0.7881  0.0072
8 C 0.8982 0.4815 1.0644  -0.2057
9 C -0.9783 -1.5562 -2.5056  0.1818
10 N 2.0409 -0.1935 1.0351  0.1588
11 N 1.3089 -1.5047 -0.7361  0.1122
12 H -2.6017 2.0378 1.1424  0.1067
13 H -0.7413 3.0575 2.3936  0.1033
14 H -2.2188 0.7733 -0.6356  0.1431
15 H 1.3551 1.7239 2.7406  0.1294
16 H 3.1564 -1.7433 0.0615  0.1467
17 H -0.0543 -1.8504 -3.0907  0.0621
18 H -1.5832 -0.7612 -2.5764  -0.0247
19 H -1.3127 -2.5965 -2.1541  0.0821
20 H 1.5601 -2.1027 -1.4969  0.1462

Calculated values
Orbital gap, eV: 8.6
Lowest unoccupied orbital energy, eV: -4.7247
Total charge: +1
HOMO level, eV: -13.321
ΔE to the lowest compared entry with this formula, charge and spin, kcal per mole: 96.8
Largest force on an atom, eV/Å: 8.4

Record 4
Formula: C50H45F2GeN3O3PSSc
Source: the OMol25 dataset
Level of theory: the ωB97M-V functional and the def2-TZVPD basis

Last column: Löwdin charge in e.
Cartesian coordinates (Å):
1 Sc 0.1781 0.2473 -0.0466  0.9089
2 C 1.1962 0.6860 -3.6082  -0.0269
3 C 0.6680 -0.7143 -3.6628  -0.3039
4 C 0.7070 -1.4064 -4.8948  -0.0312
5 C 0.1794 -2.6579 -4.9810  -0.0318
6 C -0.4235 -3.2372 -3.8453  -0.1799
7 C -1.0221 -4.5104 -3.9003  -0.0909
8 C -1.6073 -5.0254 -2.7698  -0.1206
9 C -1.5955 -4.3082 -1.5750  -0.1424
10 C -0.9984 -3.0515 -1.4567  -0.6300
11 S -1.0172 -2.2578 0.0617  0.6955
12 C -0.4032 -2.4815 -2.6353  -0.2581
13 N 0.1635 -1.2491 -2.5706  0.1258
14 H 2.0040 0.8235 -4.3283  0.0700
15 H 1.5543 0.9065 -2.6036  0.0173
16 H 0.3975 1.3938 -3.8470  0.0857
17 H 1.1581 -0.9270 -5.7553  0.1012
18 H 0.2027 -3.2180 -5.9105  0.1044
19 H -1.0219 -5.0562 -4.8380  0.0884
20 H -2.0846 -5.9995 -2.8044  0.0881
21 H -2.0599 -4.7180 -0.6870  0.0861
22 F 2.5257 1.3476 6.4634  -0.0506
23 C 2.0697 0.5923 4.2701  -0.2570
24 C 1.4822 0.7661 2.8623  -0.1697
25 C 1.5839 -0.2407 1.8098  -0.0930
26 C 2.2035 -1.4188 2.1331  -0.1575
27 C 2.9376 -1.5133 3.3816  -0.2111
28 F 3.8165 -2.5536 3.5405  0.0143
29 C 2.9320 -0.5986 4.3598  0.0358
30 C 2.1667 -2.5379 1.1725  -0.2521
31 C 2.3035 -3.8760 1.5687  -0.0259
32 C 2.2466 -4.8819 0.6241  -0.0845
33 C 2.0453 -4.5437 -0.7055  -0.0715
34 C 1.8706 -3.2036 -1.0049  -0.1815
35 N 1.9150 -2.2265 -0.1096  0.0807
36 H 1.3105 1.7901 2.5464  0.1362
37 H 3.6129 -0.6968 5.1959  0.1154
38 H 2.4301 -4.1166 2.6136  0.1013
39 H 2.3472 -5.9205 0.9186  0.0926
40 H 2.0032 -5.2923 -1.4862  0.0955
41 H 1.6846 -2.8988 -2.0289  0.0964
42 C 4.6069 -0.5079 -1.8435  -0.2337
43 Ge 4.0495 1.2970 -1.2204  0.7438
44 C 4.4448 2.4388 -2.8308  -0.2408
45 C 5.5313 1.7706 0.0459  -0.2450
46 C 2.2522 1.5828 -0.5344  -0.3705
47 H 5.6411 -0.4904 -2.1986  0.0009
48 H 3.9681 -0.8594 -2.6569  -0.0016
49 H 4.5310 -1.2253 -1.0276  -0.0019
50 H 5.5214 2.4923 -3.0139  -0.0049
51 H 4.0689 3.4555 -2.6906  -0.0004
52 H 3.9687 2.0294 -3.7243  -0.0163
53 H 6.5066 1.6625 -0.4352  -0.0048
54 H 5.4985 1.1063 0.9130  0.0016
55 H 5.4346 2.7971 0.4075  -0.0011
56 H 1.9201 2.4991 -1.0470  -0.0491
57 H 2.4326 1.9144 0.5006  -0.0480
58 N -1.3712 0.6188 1.6139  -0.2566
59 P -1.8623 0.5930 3.0465  0.7113
60 C -3.3420 1.6103 3.4765  -0.2883
61 C -4.0797 2.1107 2.4108  -0.0665
62 C -5.2182 2.8721 2.6413  -0.0943
63 C -5.6184 3.1429 3.9421  -0.1174
64 C -4.8710 2.6650 5.0126  -0.1057
65 C -3.7355 1.9033 4.7801  -0.1260
66 C -0.5524 1.2586 4.1881  -0.1933
67 C 0.5985 0.3642 4.0404  -0.1641
68 C 2.5751 1.7495 5.0892  -0.2469
69 C 1.9243 3.0867 4.9888  -0.0386
70 C 0.6343 3.3957 4.7874  -0.0873
71 C -0.5092 2.5816 4.4481  -0.1026
72 C -2.3581 -1.0549 3.7587  -0.2295
73 C -1.5344 -2.1182 3.3893  -0.1260
74 C -1.8405 -3.4214 3.7452  -0.0808
75 C -2.9970 -3.6891 4.4627  -0.1120
76 C -3.8335 -2.6439 4.8278  -0.1121
77 C -3.5171 -1.3373 4.4808  -0.0866
78 H -3.7235 1.8915 1.4085  0.1015
79 H -5.7948 3.2601 1.8095  0.0934
80 H -6.5125 3.7282 4.1255  0.0871
81 H -5.1783 2.8912 6.0275  0.0908
82 H -3.1374 1.5391 5.6082  0.1101
83 H 0.3279 -0.6847 4.0400  0.1179
84 H 3.6460 1.8595 4.8924  0.1399
85 H 2.5972 3.9122 5.1978  0.0918
86 H 0.4058 4.4578 4.8422  0.0944
87 H -1.4364 3.1335 4.3478  0.0844
88 H -0.6582 -1.9170 2.7867  0.0517
89 H -1.1868 -4.2279 3.4357  0.1017
90 H -3.2575 -4.7096 4.7208  0.0884
91 H -4.7451 -2.8494 5.3788  0.0878
92 H -4.1883 -0.5414 4.7735  0.0816
93 O -3.8136 2.1068 -2.7618  0.0809
94 C -2.9076 3.0551 -3.1172  -0.2604
95 C -3.2283 4.0494 -4.0388  -0.0457
96 C -2.2984 5.0147 -4.3919  -0.1160
97 C -1.0347 4.9958 -3.8220  -0.1023
98 C -0.7274 4.0176 -2.8874  -0.0211
99 C -1.6462 3.0409 -2.5224  -0.0549
100 C -1.2008 2.0201 -1.4921  -0.6418
101 O -1.4300 0.8021 -1.6663  -0.0596
102 O -0.5231 2.4638 -0.5368  -0.0730
103 H -4.6258 2.2411 -3.2549  0.0969
104 H -4.2196 4.0657 -4.4836  0.1013
105 H -2.5691 5.7871 -5.1023  0.0902
106 H -0.2993 5.7414 -4.0977  0.0912
107 H 0.2440 3.9926 -2.4096  0.1176

Calculated values
Orbital gap, eV: 5.6
Lowest unoccupied orbital energy, eV: 4.0150
Total charge: -2
HOMO level, eV: -1.613
ΔE to the lowest compared entry with this formula, charge and spin, kcal per mole: 80.3
Largest force on an atom, eV/Å: 1.1

Record 5
Formula: C56H48FLaN2O8P2Si
Source: the OMol25 dataset
Level of theory: the ωB97M-V functional and the def2-TZVPD basis

Last column: Löwdin charge in e.
Cartesian coordinates (Å):
1 La -1.1375 -1.0907 -0.6156  1.7934
2 C 0.9920 -5.2350 0.2827  -0.2504
3 Si 1.3354 -3.4241 -0.4163  0.5931
4 C 2.5322 -3.7728 -1.9280  -0.2960
5 C 3.0663 -5.0376 -2.2473  -0.1139
6 C 3.8785 -5.2861 -3.3686  -0.0979
7 C 4.1577 -4.2369 -4.2649  -0.1151
8 C 3.5580 -3.0058 -4.0364  -0.1313
9 C 2.7505 -2.7635 -2.9016  -0.4006
10 P 1.8723 -1.1740 -2.7621  1.0824
11 C 1.3148 -0.8035 -4.5620  -0.2893
12 C 1.8232 0.2022 -5.3937  -0.1123
13 C 1.2373 0.4725 -6.6168  -0.1198
14 C 0.0554 -0.1726 -7.0464  -0.0875
15 C -0.4166 -1.1842 -6.2100  -0.0987
16 C 0.1745 -1.4819 -5.0258  -0.1006
17 C 3.2951 -0.0535 -2.6111  -0.3821
18 C 2.9434 1.2861 -2.5087  -0.1290
19 C 3.9432 2.2466 -2.4655  -0.0889
20 C 5.3140 1.8533 -2.4193  -0.1186
21 C 5.6314 0.5186 -2.4155  -0.1029
22 C 4.6280 -0.4608 -2.5605  -0.0622
23 C 2.7000 -2.9758 0.8843  -0.3215
24 C 3.7784 -3.8250 1.0723  -0.1252
25 C 4.6473 -3.8240 2.1751  -0.0951
26 C 4.4572 -2.8569 3.1600  -0.1190
27 C 3.4170 -1.9528 3.0189  -0.1076
28 C 2.5873 -1.9780 1.8750  -0.3608
29 P 1.3527 -0.6318 1.5681  1.0553
30 C 0.9668 -0.0729 3.2966  -0.3488
31 C -0.1789 -0.6710 3.8195  -0.0973
32 C -0.5486 -0.4479 5.1528  -0.0669
33 C 0.2125 0.3835 5.9592  -0.0914
34 C 1.3356 0.9948 5.3829  -0.1144
35 C 1.7195 0.8012 4.0823  -0.1044
36 C 2.4565 0.7376 1.0624  -0.3630
37 C 1.8539 1.9337 0.6919  -0.1197
38 C 2.5533 3.1161 0.5780  -0.0955
39 C 3.9537 3.0775 0.7459  -0.1154
40 C 4.6142 1.8480 0.9114  -0.0919
41 C 3.8502 0.7048 1.1395  -0.0745
42 H 1.8256 -5.6998 0.8646  0.0146
43 H 0.7450 -5.8495 -0.6453  0.0260
44 H 0.0991 -5.1903 0.8915  -0.0171
45 H 2.7316 -5.8532 -1.6259  0.0714
46 H 4.3474 -6.2494 -3.5427  0.0823
47 H 4.8330 -4.4032 -5.1333  0.0977
48 H 3.7339 -2.3166 -4.8561  0.1020
49 H 2.6268 0.8425 -5.0397  0.0889
50 H 1.7326 1.2441 -7.2146  0.0878
51 H -0.4007 0.1472 -8.0131  0.0983
52 H -1.3399 -1.7071 -6.3704  0.0957
53 H -0.2493 -2.2297 -4.3835  0.0734
54 H 1.8865 1.5839 -2.5510  0.1101
55 H 3.7792 3.3245 -2.4438  0.0982
56 H 6.0929 2.6071 -2.4476  0.0891
57 H 6.6697 0.2006 -2.2853  0.0961
58 H 4.8537 -1.4946 -2.5899  0.0786
59 H 3.8943 -4.6777 0.3948  0.0861
60 H 5.4567 -4.5262 2.3615  0.0883
61 H 5.2046 -2.8099 3.9760  0.0974
62 H 3.3014 -1.1970 3.7745  0.0847
63 H -0.7519 -1.2771 3.1890  0.0365
64 H -1.4221 -0.9937 5.4812  0.1029
65 H 0.0762 0.5779 7.0116  0.0889
66 H 2.0210 1.5588 6.0116  0.0970
67 H 2.5492 1.3487 3.6831  0.1016
68 H 0.8068 1.9691 0.4990  0.0872
69 H 2.0238 4.0737 0.3841  0.1103
70 H 4.4915 4.0530 0.6627  0.1019
71 H 5.7098 1.8705 0.9317  0.1011
72 H 4.2766 -0.2438 1.3564  0.0848
73 C -7.6756 3.2151 1.7406  -0.0437
74 C -6.4726 3.3550 2.6658  -0.3093
75 C -6.1848 4.8277 2.9417  -0.1483
76 C -5.0942 4.9724 4.0270  -0.1316
77 C -3.9243 4.0532 3.7372  -0.1604
78 C -2.7613 4.2676 4.3807  0.0307
79 C -1.6883 3.3654 4.1405  -0.2242
80 F -0.4784 3.6176 4.7112  0.0399
81 C -1.7512 2.3451 3.2465  0.0702
82 C -2.9443 2.1423 2.5592  -0.0276
83 C -2.9692 1.0941 1.4528  -0.2896
84 O -1.9103 0.5496 1.1734  -0.1172
85 C -4.2315 0.9606 0.8090  -0.0033
86 C -5.2825 1.7504 1.2042  0.0229
87 N -5.2349 2.7307 2.1423  0.0138
88 C -4.0072 2.9805 2.8080  -0.0754
89 C -4.6142 0.0459 -0.4144  -0.6068
90 O -5.8019 0.0327 -0.7634  -0.0153
91 O -3.6293 -0.5499 -0.9408  -0.1540
92 H -8.4425 3.8417 2.1815  0.0804
93 H -8.0073 2.2398 1.5521  0.0629
94 H -7.4539 3.6166 0.7792  0.0848
95 H -6.6582 2.8516 3.6351  0.1617
96 H -7.0717 5.3431 3.3356  0.1101
97 H -5.8897 5.3454 1.9796  0.1465
98 H -5.4354 4.7267 5.0207  0.1137
99 H -4.7321 5.9972 4.0122  0.1117
100 H -2.6158 5.1117 5.0429  0.1245
101 H -0.9227 1.6887 3.0438  0.1088
102 H -6.2528 1.5587 0.7563  0.1176
103 C -1.3719 1.4088 -2.8715  -0.3130
104 O -0.8052 0.8204 -1.7507  -0.6093
105 C -1.9196 4.3650 -1.5428  0.0289
106 O -2.3376 4.2482 -0.4778  0.0058
107 H -2.3327 1.9438 -2.6723  0.0440
108 H -1.6171 0.6878 -3.6392  0.0577
109 H -0.7225 2.2289 -3.2644  0.0573
110 O -2.4449 -4.0365 3.0623  0.0069
111 C -2.0341 -3.2824 2.2611  -0.6200
112 N -1.5948 -2.4775 1.5212  -0.0751
113 C -3.9054 -3.6551 -2.6956  -0.0179
114 C -2.4844 -3.3283 -3.2226  -0.6976
115 O -2.3142 -3.4564 -4.4449  -0.0409
116 O -1.6131 -2.8732 -2.3922  -0.2733
117 H -4.5099 -4.1028 -3.4672  0.0536
118 H -4.3674 -2.7406 -2.3943  0.0434
119 H -3.7707 -4.2677 -1.7833  0.0793

Calculated values
Orbital gap, eV: 4.7
Lowest unoccupied orbital energy, eV: 3.3405
Total charge: -2
HOMO level, eV: -1.404
ΔE to the lowest compared entry with this formula, charge and spin, kcal per mole: 0.0
Largest force on an atom, eV/Å: 2.8

Record 6
Formula: C9H14
Source: the OMol25 dataset
Level of theory: the ωB97M-V functional and the def2-TZVPD basis

Last column: Löwdin charge in e.
Cartesian coordinates (Å):
1 C 0.3045 -2.4615 -0.5526  -0.0553
2 C 0.1646 -0.9967 -0.9176  -0.2827
3 C 1.0974 -0.3192 -1.6659  -0.0504
4 C -1.0498 -0.3725 -0.5114  -0.0945
5 C 0.8375 1.0291 -2.0656  -0.0782
6 C -1.3970 0.7887 -1.1209  -0.1014
7 C -0.4425 1.5134 -1.8800  -0.1000
8 H 1.0094 -2.9262 -1.2800  0.0844
9 H -0.5775 -3.0726 -0.5975  0.0691
10 H 2.0837 -0.7298 -1.8869  0.1104
11 H -1.5758 -0.8624 0.2936  0.1033
12 H 1.7020 1.5143 -2.4860  0.0950
13 H -2.3588 1.2859 -0.9692  0.1100
14 H -0.6580 2.4446 -2.3746  0.0936
15 H 0.8298 -2.5222 0.4106  0.0773
16 C -0.3445 0.1202 2.5249  -0.1763
17 C 0.3579 1.2817 1.8762  -0.1696
18 H -1.4295 0.2027 2.3900  0.0693
19 H -0.1071 -0.8502 2.0413  0.0500
20 H -0.0282 -0.0452 3.5569  0.0650
21 H 1.4395 1.2119 1.7144  0.0718
22 H 0.3017 2.1899 2.5272  0.0749
23 H -0.1595 1.5761 0.9730  0.0346

Calculated values
Orbital gap, eV: 10.0
Lowest unoccupied orbital energy, eV: 1.0425
Total charge: 0
HOMO level, eV: -8.931
SMILES string: Cc1ccccc1.CC
ΔE to the lowest compared entry with this formula, charge and spin, kcal per mole: 18.3
Largest force on an atom, eV/Å: 2.5